# 1
A structure of composition C5H4S. Source: the Open Molecules 2025 dataset; level of theory: wB97M-V/def2-TZVPD.

Results
HOMO energy (eV): -8.18
Charge: 0
Maximum force (eV Å⁻¹): 4.81
Kohn-Sham gap (eV): 8.8
E (eV): -16077.2326
2S+1: 1

Structure (XYZ):
```
10
Properties=species:S:1:pos:R:3:forces:R:3
C -0.252 1.563 0.146 -0.3684 0.0515 -1.3648
C -0.951 1.452 -0.926 -0.3743 -0.2778 -0.3550
C 0.813 1.331 1.047 -0.0770 0.1078 0.0999
C 0.916 0.085 0.685 -1.3276 -0.4246 -0.8280
C -0.554 0.000 -0.786 -1.0300 2.5640 3.9350
S -1.661 -1.210 -0.209 -1.6271 0.3596 1.1277
H 1.177 2.073 1.718 0.5601 0.0047 0.6624
H 1.181 -0.928 0.837 0.7179 -0.3516 0.5364
H 0.225 -0.418 -1.258 2.5479 -1.0435 -2.7424
H -2.460 -0.349 0.587 0.9784 -0.9901 -1.0712
```
Positions in Å, forces in eV/Å.

# 2
A cluster of 2 separate species, C2N2OS2 in total. Source: the Open Molecules 2025 dataset; level of theory: wB97M-V/def2-TZVPD.

Results
HOMO energy (alpha / beta) (eV): -9.39 / -9.37
Charge: 0
Maximum force (eV Å⁻¹): 2.20
SMILES: N#CN=S.O=C=S
Kohn-Sham gap (alpha / beta) (eV): 6.9 / 6.8
E (eV): -28769.4205
2S+1: 1

Structure (XYZ):
```
7
Properties=species:S:1:pos:R:3:forces:R:3
N -1.751 -1.588 -0.233 0.4830 0.4990 -0.1095
C -1.526 -0.441 -0.302 -0.6784 -2.0690 0.3416
N -1.563 0.821 -0.400 -0.1429 1.3293 -0.4382
S -0.980 2.187 -0.042 0.3077 0.2043 0.1739
O 1.095 -0.828 1.169 1.3103 0.4160 -0.2363
C 1.913 -0.388 0.469 -1.3381 -0.1579 -0.3578
S 2.811 0.237 -0.661 0.0583 -0.2216 0.6262
```
Positions in Å, forces in eV/Å.

# 3
A cluster of 3 separate species, C23H45BO7 in total. Source: the Open Molecules 2025 dataset; level of theory: wB97M-V/def2-TZVPD.

Results
HOMO energy (eV): -10.39
Charge: 0
Maximum force (eV Å⁻¹): 6.11
SMILES: CC(C)C[C@@H](C)COC1=C(OB(O)O)C(=O)OC1=O.CCCCCC.CCCCCC
Kohn-Sham gap (eV): 9.2
E (eV): -39588.9462
2S+1: 1

Structure (XYZ):
```
76
Properties=species:S:1:pos:R:3:forces:R:3
C 4.909 2.684 -0.609 -0.5458 -0.7470 -1.1487
C 4.326 1.883 -1.911 0.7905 -0.1209 0.1761
C 5.515 1.592 -3.001 -0.6833 -0.2211 0.8735
C 3.146 2.699 -2.631 0.0791 -0.0834 0.4041
C 1.757 2.736 -1.827 -1.2897 -0.7133 -1.5535
C 0.558 3.295 -2.790 0.2999 -0.8656 0.2289
C 1.324 1.209 -1.467 0.6953 1.8663 1.2545
O 1.481 0.307 -2.626 -1.6683 -2.0438 2.3260
C 1.103 -0.981 -2.087 2.7822 -0.9426 1.2726
C 2.002 -1.777 -1.297 -4.1850 1.5713 -2.3591
O 3.355 -1.533 -0.924 -1.6779 -2.2583 -2.6971
B 4.185 -2.038 -2.022 1.5012 -0.4153 -1.1838
O 5.518 -2.595 -1.791 -1.9686 2.5407 0.1451
O 3.745 -2.033 -3.413 0.6409 1.0824 2.3962
C 1.092 -3.045 -0.917 4.0064 -0.4330 2.4973
O 1.555 -3.824 -0.054 -3.1815 2.1454 -3.7080
O -0.134 -3.048 -1.639 1.4294 1.7676 0.6880
C -0.300 -1.735 -2.242 -1.3439 1.9452 -1.7507
O -1.345 -1.324 -2.807 4.8572 -2.3762 2.8476
H 5.626 3.474 -1.019 -0.8716 -1.0074 0.9456
H 5.425 1.909 0.075 -0.6667 1.5645 -0.9912
H 4.031 3.186 -0.070 1.4051 -0.7276 -0.5911
H 4.025 0.849 -1.516 -0.1259 1.6038 -0.7612
H 5.045 1.547 -4.044 0.9152 0.2609 1.3709
H 5.998 0.556 -2.802 -0.5922 1.7742 -0.2444
H 6.302 2.413 -2.882 -1.0080 -1.2590 -0.5995
H 3.533 3.780 -2.790 -0.6950 -1.7024 0.0686
H 2.927 2.204 -3.652 0.3669 0.9203 1.5681
H 1.748 3.400 -0.897 0.3007 -1.2511 -1.0285
H 0.656 4.410 -3.020 -0.0823 -1.6143 0.2205
H 0.582 2.648 -3.752 -0.1214 1.3204 1.4476
H -0.458 3.090 -2.274 1.6390 0.5004 -0.8202
H 0.244 1.194 -1.092 1.4040 -0.0502 -0.5770
H 2.023 0.884 -0.617 -1.0673 0.0782 -1.1977
H 6.182 -1.881 -1.963 -0.6268 -1.0945 0.1747
H 4.115 -1.245 -3.876 -0.4179 -0.8818 0.3507
C -2.649 -4.362 -1.091 -0.1456 -0.1628 -0.0266
C -4.138 -4.677 -1.098 -0.0106 0.0734 -0.0294
C -5.007 -3.504 -0.641 -0.1399 -0.0568 0.0016
C -4.776 -3.041 0.801 0.1519 0.0237 -0.0290
C -4.967 -4.116 1.872 -0.0348 0.1421 0.0277
C -6.386 -4.665 1.928 0.0236 -0.1791 0.0928
H -2.288 -4.139 -0.084 0.0270 0.0175 -0.0598
H -2.082 -5.220 -1.463 0.0543 0.1205 0.0317
H -2.429 -3.508 -1.734 -0.1386 -0.1075 0.0992
H -4.331 -5.560 -0.482 -0.0532 0.0425 -0.0053
H -4.431 -4.946 -2.118 -0.0375 -0.0192 0.0625
H -6.060 -3.776 -0.772 0.0406 0.0371 0.0262
H -4.834 -2.652 -1.309 0.0148 -0.0593 0.0264
H -5.458 -2.207 1.008 0.0224 -0.0479 0.0161
H -3.765 -2.629 0.892 -0.0462 -0.0123 -0.0250
H -4.726 -3.678 2.847 0.0447 -0.0412 -0.0691
H -4.260 -4.937 1.721 -0.0087 0.0630 -0.0266
H -7.107 -3.865 2.117 0.0135 -0.0445 -0.0546
H -6.475 -5.396 2.736 -0.0754 0.0501 -0.0795
H -6.662 -5.166 0.997 -0.0229 0.0472 0.0494
C -1.210 5.164 3.615 -0.1221 0.0564 -0.1168
C -1.618 3.736 3.951 0.0572 0.0009 0.1266
C -0.465 2.885 4.484 -0.0700 -0.1439 0.0001
C 0.698 2.673 3.510 0.0454 0.1670 -0.0141
C 0.322 2.035 2.172 0.1021 -0.0480 0.0585
C -0.247 0.630 2.313 -0.0721 -0.0210 -0.1634
H -0.464 5.193 2.817 -0.0130 0.0327 0.0551
H -2.078 5.734 3.276 0.1106 0.0284 0.0223
H -0.796 5.668 4.493 0.0191 -0.0196 -0.0695
H -2.067 3.265 3.070 0.0302 -0.0212 0.0412
H -2.403 3.770 4.713 0.0131 -0.0604 -0.0576
H -0.862 1.912 4.795 0.0466 0.0437 -0.0134
H -0.071 3.351 5.395 -0.0306 -0.0138 -0.0569
H 1.450 2.046 4.003 -0.0363 0.0139 -0.0526
H 1.189 3.633 3.316 -0.0236 -0.0423 0.0298
H 1.222 1.984 1.549 -0.0300 0.0625 0.0163
H -0.389 2.669 1.631 0.0258 0.0171 0.0430
H 0.464 -0.031 2.816 -0.0653 0.0248 0.0058
H -0.458 0.209 1.325 -0.0213 -0.0587 0.0954
H -1.182 0.628 2.879 0.0610 -0.0380 -0.0234
```
Positions in Å, forces in eV/Å.

# 4
A cluster of 9 separate species, C6H32N2O8 in total. Source: the Open Molecules 2025 dataset; level of theory: wB97M-V/def2-TZVPD.

Results
HOMO energy (eV): -9.34
Charge: 0
Maximum force (eV Å⁻¹): 7.77
SMILES: CCNCCCCN.O.O.O.O.O.O.O.O
Kohn-Sham gap (eV): 9.7
E (eV): -26097.7440
2S+1: 1

Structure (XYZ):
```
48
Properties=species:S:1:pos:R:3:forces:R:3
C -0.148 2.303 -0.753 -1.2522 1.0483 1.5894
C 0.034 1.722 0.757 0.7789 -1.3470 -1.6777
N -0.138 0.179 0.640 1.7590 -0.6788 -2.6144
C 0.583 -0.603 1.644 -3.2119 -0.4801 1.8314
C 0.521 -2.123 1.440 -0.5044 0.1237 -0.1211
C 1.335 -2.643 0.247 1.2726 -0.5616 -0.4983
C 0.753 -2.529 -1.201 0.1736 -0.0145 -1.1544
N -0.692 -2.186 -1.190 -0.4643 -2.0872 -1.0151
H -0.596 1.561 -1.504 0.5823 1.0560 1.6512
H -0.776 3.281 -0.746 0.8410 -1.8719 0.2308
H 0.792 2.664 -1.123 0.4718 -0.3355 -0.1506
H 0.967 2.106 1.385 -1.5954 -1.0837 -1.8013
H -0.793 1.947 1.405 -0.3143 0.7108 0.3861
H 0.137 -0.284 -0.350 -0.2410 2.6087 2.7061
H 1.589 -0.287 1.803 0.5389 0.4986 0.1314
H -0.082 -0.435 2.609 1.6970 -0.2227 -1.4910
H -0.537 -2.417 1.457 0.1185 -0.0127 -0.4752
H 0.868 -2.617 2.355 0.4056 0.2400 -0.0841
H 1.642 -3.737 0.447 -0.3217 1.7395 -0.3387
H 2.234 -1.989 0.168 -0.0363 -0.8317 0.4953
H 1.195 -1.730 -1.888 0.1393 -0.7600 1.4358
H 1.048 -3.498 -1.785 -1.2429 1.5737 1.0198
H -0.912 -1.528 -0.433 -0.2807 -0.9862 -0.2337
H -1.225 -3.094 -1.130 0.3447 1.7754 0.3501
O 2.823 2.031 -1.871 1.7454 3.1082 -2.2252
H 2.087 1.728 -2.354 -1.6558 -0.6684 -1.2298
H 2.872 1.509 -1.146 0.4071 -2.4793 3.5712
O -3.167 -1.374 1.668 2.0039 -4.4416 0.8987
H -2.953 -0.819 0.991 1.1104 2.4942 -2.9634
H -3.819 -0.936 2.102 -3.0176 1.8549 2.1356
O 1.388 1.159 3.623 -7.1823 -2.0170 -2.1589
H 0.899 0.453 4.118 1.4253 1.2008 -0.3798
H 2.171 1.375 3.923 6.1027 1.2480 3.0675
O 3.958 -1.196 2.404 2.2995 -2.6347 0.6377
H 3.173 -0.815 2.181 -3.1882 2.9026 -0.8396
H 3.606 -2.093 2.270 1.0574 -0.3189 0.2854
O -3.051 3.154 -1.176 0.9287 -2.3024 -0.4985
H -3.100 2.251 -0.727 -0.8016 1.6977 -0.0779
H -2.322 2.842 -1.758 -0.6421 1.1751 -0.0992
O -1.330 -0.399 -3.587 -0.9681 -2.2220 -0.8573
H -1.115 -0.919 -2.786 -0.0078 -0.0651 0.2887
H -1.704 -1.154 -4.157 0.8203 1.9873 0.9276
O -3.238 1.366 0.723 1.4302 -0.5160 0.3753
H -2.318 1.659 0.993 -1.7604 -0.3757 -0.1930
H -3.899 1.865 1.204 0.1465 0.3743 0.2028
O 0.657 1.472 -3.320 -1.2920 -0.3509 -1.6871
H -0.164 0.869 -3.364 1.6446 1.0610 -0.5650
H 0.743 1.910 -4.207 -0.2643 -0.8128 1.2125
```
Positions in Å, forces in eV/Å.

# 5
A cluster of 2 separate species, C5H8ClN2 in total. Source: the Open Molecules 2025 dataset; level of theory: wB97M-V/def2-TZVPD.

Results
HOMO energy (eV): -13.56
Charge: +1
Maximum force (eV Å⁻¹): 3.39
Kohn-Sham gap (eV): 8.3
E (eV): -20808.8131
2S+1: 1

Structure (XYZ):
```
16
Properties=species:S:1:pos:R:3:forces:R:3
C 0.752 1.214 1.367 0.4478 -0.0842 -2.6077
C -0.272 0.625 0.610 2.5304 -0.1587 0.1575
C 2.106 1.080 0.937 -1.4785 0.0263 0.7440
C 0.025 -0.107 -0.534 2.7513 1.4184 1.3841
C 2.379 0.428 -0.223 0.5489 -2.7277 -1.7029
N 1.306 -0.186 -0.955 1.0029 1.7733 1.6590
N -3.015 -1.353 -0.417 -0.6121 0.6000 2.5200
Cl 1.570 -0.715 -2.544 0.2809 -0.2146 0.2465
H 0.598 2.001 2.068 -0.6016 -0.1243 0.9856
H -1.268 0.739 0.833 -2.1571 0.2149 0.5992
H 2.822 1.543 1.606 0.4881 -0.2142 -0.5962
H -0.659 -0.522 -1.167 -2.0270 -0.9607 -1.3323
H 3.419 0.093 -0.591 -1.8622 1.0845 0.4603
H -2.570 -2.106 -0.933 -0.9354 -0.1503 0.1608
H -3.981 -1.118 -0.645 0.4788 -0.3332 -1.1926
H -3.216 -1.614 0.589 1.1446 -0.1494 -1.4851
```
Positions in Å, forces in eV/Å.